Record 1
Here is one molecule with the formula C4H5NO in a non-equilibrium geometry from the OMol25 dataset. Energies are from ωB97M-V with the def2-TZVPD basis set.

Geometry as XYZ:
```
11
Properties=species:S:1:pos:R:3:forces:R:3
C -0.603 0.116 -1.193 1.2625 -0.1671 -3.3775
C -0.029 0.293 1.109 -1.7163 1.2246 0.2891
C 0.928 -0.505 0.385 3.1771 -1.4462 -0.8080
C 0.782 -0.496 -0.947 -2.3646 0.5235 1.8404
H -2.008 0.779 0.201 3.5854 0.3041 -0.5821
H 0.462 1.079 1.737 -0.2999 -0.1038 -0.9610
H -0.675 -0.194 1.838 0.1219 -0.6243 -0.0161
H 1.828 -0.955 0.859 -0.8384 0.4272 -0.1473
H 1.393 -0.958 -1.672 0.4005 -0.3441 -0.6861
N -0.897 0.776 -0.002 -4.1868 -0.2513 0.4715
O -1.182 0.065 -2.316 0.8586 0.4574 3.9771
```
Positions in Å, forces in eV/Å.

For the gap between HOMO and LUMO, the calculation gives 10.479 eV. Its largest force on an atom is 4.22 eV/Å. The spin multiplicity is 1. The value obtained for the energy relative to the best compared isomer or geometry (same formula, charge and spin) is 19.0 kcal per mole.

Mulliken atomic charge list, values in e, 8 entries: 0.33, -0.35, -0.26, -0.39, 0.31, 0.23, 0.24, 0.32

***

Record 2
Here is C4H5NO as an isolated structure in a non-equilibrium geometry from the OMol25 dataset. Energies are from ωB97M-V with the def2-TZVPD basis set.

Geometry as XYZ:
```
11
Properties=species:S:1:pos:R:3:forces:R:3
O -1.075 1.068 -1.077 -0.5563 -0.0499 -0.3686
C -1.512 0.034 -0.634 0.3938 0.5673 -0.3380
C -0.723 -0.753 0.362 1.2233 1.1060 -0.0173
C 0.754 0.497 0.650 -0.9041 -1.1290 0.1820
C 1.646 0.265 -0.476 2.1295 0.0649 0.3625
N 2.732 0.283 -0.885 -1.2980 -0.3374 -0.6762
H -2.531 -0.291 -0.937 0.2881 -0.2575 0.1664
H -0.045 -1.485 -0.070 -0.1833 -0.0436 -0.5707
H -1.457 -1.425 0.931 1.3582 1.6334 0.6418
H 1.402 0.178 1.472 -0.7314 -0.3027 0.2600
H 0.809 1.629 0.663 -1.7199 -1.2514 0.3582
```
Positions in Å, forces in eV/Å.

For the gap between HOMO and LUMO, the calculation gives 10.558 eV. Its largest force on an atom is 2.22 eV/Å. The spin multiplicity is 1. The value obtained for the energy relative to the best compared isomer or geometry (same formula, charge and spin) is 81.8 kcal per mole.

Mulliken atomic charge list, values in e, 8 entries: -0.46, 0.17, -0.65, -0.40, 0.32, -0.49, 0.36, 0.28

***

Record 3
Here is one molecule with the formula C4H5NO in a non-equilibrium geometry from the OMol25 dataset. Energies are from ωB97M-V with the def2-TZVPD basis set.

Geometry as XYZ:
```
11
Properties=species:S:1:pos:R:3:forces:R:3
O -0.849 -1.328 1.576 0.2907 -0.2683 -0.1170
C -0.297 -0.345 0.775 0.3194 0.6524 0.4692
C -0.907 0.057 -0.514 0.2001 0.2352 0.0178
C 0.070 0.684 -1.204 -0.2273 -0.0746 0.0149
C 1.281 0.568 -0.413 0.3167 -0.3202 0.0542
N 1.150 -0.161 0.649 0.6919 -0.3777 -0.7023
H -0.606 -2.206 1.264 0.0473 0.0802 -0.1266
H -1.945 -0.097 -0.794 0.2257 0.1305 0.1602
H -0.005 1.200 -2.153 -0.0456 -0.0873 0.1149
H 2.218 1.080 -0.609 -0.0093 -0.1791 -0.1531
H -0.110 0.547 1.424 -1.8095 0.2089 0.2678
```
Positions in Å, forces in eV/Å.

For the gap between HOMO and LUMO, the calculation gives 10.141 eV. Its largest force on an atom is 1.84 eV/Å. The spin multiplicity is 1. The value obtained for the energy relative to the best compared isomer or geometry (same formula, charge and spin) is 43.0 kcal per mole.

Mulliken atomic charge list, values in e, 8 entries: -0.47, 0.53, -0.63, -0.08, -0.45, -0.57, 0.33, 0.39

***

Record 4
Here is one molecule with the formula C4H5NO in a non-equilibrium geometry from the OMol25 dataset. Energies are from ωB97M-V with the def2-TZVPD basis set.

Geometry as XYZ:
```
11
Properties=species:S:1:pos:R:3:forces:R:3
C 0.725 -1.254 0.339 -0.0719 -0.0253 0.0440
C 0.927 0.054 -0.422 -0.0460 0.0946 -0.0397
C -0.135 1.087 -0.538 0.1290 -0.2972 0.1163
O -1.211 0.660 0.184 0.0112 0.1830 -0.1180
C -2.221 1.504 0.162 -0.7994 0.6087 0.0124
N -3.136 2.212 0.172 0.8820 -0.7554 0.0334
H 0.479 -1.078 1.390 0.0193 -0.0078 -0.1413
H 1.645 -1.846 0.302 -0.1462 0.0889 0.0119
H -0.078 -1.853 -0.099 0.0827 0.0949 0.0594
H 1.228 -0.120 -1.466 0.0008 0.0496 0.0920
H 1.776 0.633 -0.023 -0.0615 -0.0340 -0.0703
```
Positions in Å, forces in eV/Å.

For the gap between HOMO and LUMO, the calculation gives 9.643 eV. Its largest force on an atom is 1.16 eV/Å. The spin multiplicity is 1. The value obtained for the energy relative to the best compared isomer or geometry (same formula, charge and spin) is 91.8 kcal per mole.

Mulliken atomic charge list, values in e, 8 entries: -1.10, -0.07, -0.54, -0.19, 0.70, -0.41, 0.30, 0.36

***

Record 5
Here is one molecule with the formula C4H5NO from the OMol25 dataset. Energies are from ωB97M-V with the def2-TZVPD basis set.

Geometry as XYZ:
```
11
Properties=species:S:1:pos:R:3:forces:R:3
O 0.452 -2.009 -1.300 -0.0761 0.0532 0.3077
C 0.169 -1.871 -0.129 0.0024 -0.0303 -0.0847
N -0.505 -0.804 0.391 0.1829 -0.0786 -0.0147
C -0.701 0.400 -0.399 -0.0734 0.0295 -0.0936
C 0.225 1.468 0.005 0.3313 0.2881 0.2212
C 1.010 2.287 0.406 -0.3066 -0.2920 -0.2054
H 0.416 -2.627 0.639 -0.0568 0.0665 -0.0982
H -0.519 -0.707 1.395 -0.0097 -0.0588 -0.0776
H -0.527 0.114 -1.440 -0.0324 0.1069 0.1267
H -1.739 0.738 -0.308 0.1701 0.0075 -0.0262
H 1.719 3.012 0.740 -0.1317 -0.0920 -0.0553
```
Positions in Å, forces in eV/Å.

For the gap between HOMO and LUMO, the calculation gives 10.953 eV. Its largest force on an atom is 0.49 eV/Å. The spin multiplicity is 1. The value obtained for the energy relative to the best compared isomer or geometry (same formula, charge and spin) is 39.9 kcal per mole.

Mulliken atomic charge list, values in e, 8 entries: -0.54, 0.08, -0.19, -0.72, -0.35, 0.15, 0.32, 0.26

***

Record 6
Here is one molecule with the formula C4H5NO from the OMol25 dataset. Energies are from ωB97M-V with the def2-TZVPD basis set.

Geometry as XYZ:
```
11
Properties=species:S:1:pos:R:3:forces:R:3
N 1.781 0.041 0.631 -0.0060 0.0728 -0.0877
C 0.585 0.537 0.195 -0.2124 0.1951 -0.1279
C -0.215 1.346 -0.418 0.3157 -0.0080 0.0458
C -0.865 0.175 0.289 -0.0976 -0.2611 0.1436
C -1.213 -1.108 -0.393 0.1927 -0.1145 -0.1701
O -0.402 -1.757 -1.021 -0.3805 0.2590 0.1334
H 1.885 -0.935 0.372 -0.0194 0.0928 0.2345
H 2.590 0.584 0.361 -0.0910 -0.0164 -0.0912
H -0.441 2.245 -0.966 0.0431 -0.1744 0.0513
H -1.467 0.369 1.186 0.1721 -0.0876 -0.0712
H -2.241 -1.498 -0.236 0.0832 0.0424 -0.0604
```
Positions in Å, forces in eV/Å.

For the gap between HOMO and LUMO, the calculation gives 9.693 eV. Its largest force on an atom is 0.48 eV/Å. The spin multiplicity is 1. The value obtained for the energy relative to the best compared isomer or geometry (same formula, charge and spin) is 61.5 kcal per mole.

Mulliken atomic charge list, values in e, 8 entries: -0.52, 0.21, -0.46, -0.37, 0.04, -0.50, 0.29, 0.25

***

Record 7
Here is one molecule with the formula C4H5NO in a non-equilibrium geometry from the OMol25 dataset. Energies are from ωB97M-V with the def2-TZVPD basis set.

Geometry as XYZ:
```
11
Properties=species:S:1:pos:R:3:forces:R:3
C 1.114 0.116 0.880 0.3234 0.5667 0.6181
C -0.450 0.129 0.787 0.9211 -0.5885 -0.7584
C -0.560 -0.981 -0.002 -0.6307 -0.5886 -0.2639
N -0.888 -0.688 -1.291 -0.9675 -0.0527 0.0223
C -1.118 0.595 -1.230 -0.1855 -0.0661 -0.1742
O -0.910 1.173 -0.058 0.6738 -0.0587 -0.3140
H 1.401 1.154 0.928 0.4368 0.2539 0.4827
H 1.459 -0.465 1.731 0.0584 0.2749 0.1437
H 1.607 -0.305 -0.026 -0.3858 0.3825 0.4638
H -0.198 -1.944 0.332 -0.1324 -0.0901 -0.3492
H -1.457 1.214 -2.050 -0.1116 -0.0333 0.1290
```
Positions in Å, forces in eV/Å.

For the gap between HOMO and LUMO, the calculation gives 9.271 eV. Its largest force on an atom is 1.33 eV/Å. The spin multiplicity is 1. The value obtained for the energy relative to the best compared isomer or geometry (same formula, charge and spin) is 60.7 kcal per mole.

Mulliken atomic charge list, values in e, 8 entries: -1.07, 0.22, -0.21, -0.54, 0.08, -0.24, 0.33, 0.29

***

Record 8
Here is one molecule with the formula C4H5NO in a non-equilibrium geometry from the OMol25 dataset. Energies are from ωB97M-V with the def2-TZVPD basis set.

Geometry as XYZ:
```
11
Properties=species:S:1:pos:R:3:forces:R:3
N 2.924 0.531 0.253 -0.9355 -0.5792 -0.1829
C 1.951 -0.063 0.063 0.7976 0.5180 0.1652
C 0.696 -0.789 -0.159 -0.0459 -0.0596 -0.0467
C -0.477 -0.085 0.500 0.1884 0.0238 0.1162
C -1.317 0.846 -0.250 0.0509 0.3194 -0.0969
O -1.751 -0.478 0.032 -0.1215 -0.1939 -0.0063
H 0.798 -1.805 0.239 -0.0054 0.1501 -0.0191
H 0.514 -0.879 -1.235 0.0227 0.0448 0.1287
H -0.400 0.033 1.581 -0.0147 -0.0106 -0.1480
H -1.850 1.638 0.272 0.0745 -0.1487 -0.0395
H -1.087 1.050 -1.296 -0.0112 -0.0640 0.1292
```
Positions in Å, forces in eV/Å.

For the gap between HOMO and LUMO, the calculation gives 11.854 eV. Its largest force on an atom is 1.12 eV/Å. The spin multiplicity is 1. The value obtained for the energy relative to the best compared isomer or geometry (same formula, charge and spin) is 35.8 kcal per mole.

Mulliken atomic charge list, values in e, 8 entries: -0.38, 0.24, -0.47, 0.05, -0.41, -0.41, 0.25, 0.28

***

The highest gap between HOMO and LUMO belongs to which entry?
number 8

***

Among the records above, which one has the lowest energy relative to the best compared isomer or geometry (same formula, charge and spin)?
number 1